Entry 1:
C6H14O | the ωB97M-V functional and the def2-TZVPD basis

Positions of all 21 atoms, in Å:
O (3.8769, -0.9085, 0.1356)
C (1.6457, -0.1199, 0.3786)
C (-3.3139, 0.1035, 0.3285)
C (0.4172, 0.4297, -0.3401)
C (-2.1083, 0.7557, -0.2579)
C (-0.8322, 0.4549, 0.5355)
C (2.7748, -0.4071, -0.5936)
H (0.6289, 1.4342, -0.7358)
H (-4.2882, 0.5672, 0.1846)
H (1.3884, -1.0538, 0.8947)
H (4.5657, -1.1500, -0.4941)
H (-3.2442, -2.2277, 0.6502)
H (-3.2523, -0.6025, 1.1183)
H (-2.2878, 1.8480, -0.3030)
H (-1.9681, 0.4762, -1.3132)
H (0.2031, -0.2053, -1.2122)
H (2.0001, 0.5800, 1.1457)
H (2.4250, -1.1387, -1.3413)
H (-0.7126, 1.1789, 1.3536)
H (-0.9582, -0.5292, 1.0045)
H (3.0400, 0.5146, -1.1385)

Output
LUMO level (alpha / beta) ... 0.3432 / -0.3589 eV
Molar mass ... 102.2 Da
Highest occupied orbital energy (alpha / beta) ... -9.9 / -8.3 eV
Total charge ... 0
Spin multiplicity ... 1

Entry 2:
C6H14O | the ωB97M-V functional and the def2-TZVPD basis

Positions of all 21 atoms, in Å:
O (2.5409, 0.1079, 0.4683)
C (-1.0307, -0.7215, -0.1127)
C (-2.1794, 0.1424, 0.1693)
C (3.6119, 0.6160, -0.2829)
C (-3.2943, 0.1830, -0.6976)
C (1.3635, -0.0049, -0.2921)
C (0.2731, -0.5596, 0.6207)
H (-3.6652, -0.7403, -1.1366)
H (1.5173, -0.6770, -1.1532)
H (0.6296, -1.5074, 1.0407)
H (-2.2038, -0.6979, 0.9868)
H (1.0563, 0.9758, -0.6930)
H (-1.9821, 0.2427, -2.0096)
H (3.3946, 1.6259, -0.6658)
H (3.8499, -0.0347, -1.1394)
H (-1.9234, 1.0748, 0.6771)
H (-1.2659, -1.6994, -0.5294)
H (-1.2248, -0.0849, -1.9270)
H (4.4807, 0.6650, 0.3782)
H (-4.0334, 0.9685, -0.5602)
H (0.1507, 0.1426, 1.4554)

Output
LUMO level (alpha / beta) ... 0.7594 / 0.7597 eV
Molar mass ... 102.2 Da
Highest occupied orbital energy (alpha / beta) ... -7.4 / -7.4 eV
Total charge ... 0
Spin multiplicity ... 1

Entry 3:
C6H14O | the ωB97M-V functional and the def2-TZVPD basis

Positions of all 21 atoms, in Å:
O (-0.1014, -2.7062, -0.4003)
C (-0.0351, 0.9823, 0.2283)
C (-0.8460, -3.5709, -1.2145)
C (0.6193, 3.3944, 0.6836)
C (0.3475, -0.4910, 0.3508)
C (0.9435, 1.9228, 0.9308)
C (-0.6025, -1.3922, -0.4173)
H (1.3383, 4.0535, 1.1814)
H (-1.0469, 1.1427, 0.6296)
H (-0.3809, 3.6474, 1.0558)
H (-0.0852, 1.2495, -0.8381)
H (0.3738, -0.7995, 1.4038)
H (-0.6910, -1.0374, -1.4600)
H (0.6398, 3.6235, -0.3889)
H (-0.3404, -4.5397, -1.2167)
H (1.3585, -0.6453, -0.0478)
H (1.9638, 1.7053, 0.5837)
H (-1.6171, -1.3573, 0.0189)
H (-0.9002, -3.1973, -2.2496)
H (0.9374, 1.7180, 2.0103)
H (-1.8751, -3.7026, -0.8437)

Output
LUMO level ... 1.1409 eV
Molar mass ... 102.2 Da
Highest occupied orbital energy ... -9.8 eV
Total charge ... 0
SMILES string ... CCCCCOC
Spin multiplicity ... 1

Entry 4:
C6H14O | the ωB97M-V functional and the def2-TZVPD basis

Positions of all 21 atoms, in Å:
O (0.5543, -0.7174, 2.3091)
C (1.6376, -0.2476, -1.3461)
C (-1.6926, 1.6544, 0.5014)
C (0.7946, -0.7808, -0.2239)
C (0.2709, -2.0003, -0.2439)
C (-1.8033, 0.8646, -0.7790)
C (1.1508, -0.0771, 1.2259)
H (1.2561, -0.5783, -2.3092)
H (-0.3504, -2.3744, 0.5553)
H (-2.6212, 0.1476, -0.7450)
H (-1.9294, 1.5043, -1.6490)
H (-1.1904, 1.0286, 1.2556)
H (0.3017, -2.6171, -1.1282)
H (2.2484, -0.1429, 1.2689)
H (0.9079, 0.9846, 1.2824)
H (-2.6699, 1.9524, 0.8761)
H (2.6769, -0.5664, -1.2501)
H (1.6264, 0.8440, -1.3438)
H (0.7455, -1.6627, 2.2405)
H (-1.0666, 2.5364, 0.3767)
H (-0.8473, 0.2483, -0.8736)

Output
LUMO level ... 0.8232 eV
Molar mass ... 102.2 Da
Highest occupied orbital energy ... -9.4 eV
Total charge ... 0
SMILES string ... C=C(C)CO.CC
Spin multiplicity ... 1